No. 1
72
Properties=species:S:1:pos:R:3:forces:R:3 method="wB97M-V/def2-TZVPD" charge=+1 orbital_gap_ev="6.420 / 6.506" homo_ev="-10.929 / -10.935"
Ru -0.078 -0.248 -2.059 0.1 0.7 0.6
S 2.306 -0.629 -2.443 0.1 -0.2 0.1
P 2.105 -0.468 -0.426 0.1 -0.5 0.2
C 0.411 0.005 -0.194 0.1 0.2 -1.1
P -0.160 1.680 -0.123 -0.2 -0.2 0.6
S 0.100 2.178 -2.056 -0.2 -0.2 -0.1
C 0.613 2.741 1.101 0.0 0.1 -0.2
C 1.130 2.198 2.272 0.0 0.0 0.0
C 1.662 3.037 3.239 0.0 0.0 0.0
C 1.676 4.409 3.035 0.0 0.0 0.0
C 1.159 4.951 1.865 0.0 0.0 0.0
C 0.627 4.118 0.895 0.0 0.0 0.0
C -1.904 1.585 0.320 0.0 0.0 0.0
C -2.866 2.298 -0.382 0.0 0.0 0.0
C -4.201 2.187 -0.021 0.0 0.0 0.0
C -4.569 1.372 1.039 0.0 0.0 0.0
C -3.605 0.664 1.746 0.0 0.0 0.0
C -2.272 0.769 1.388 0.0 0.0 0.0
C 3.292 0.703 0.243 -0.1 0.0 0.0
C 3.566 1.882 -0.446 0.0 0.0 0.0
C 4.409 2.823 0.120 0.0 0.0 0.0
C 4.992 2.580 1.357 0.0 0.0 0.0
C 4.735 1.396 2.033 0.0 0.0 0.0
C 3.879 0.455 1.483 0.0 0.0 0.0
C 2.383 -2.036 0.408 0.1 0.0 0.0
C 3.514 -2.783 0.083 0.0 0.0 0.0
C 3.755 -3.980 0.734 0.0 0.0 0.0
C 2.869 -4.435 1.704 0.0 0.0 0.0
C 1.741 -3.694 2.026 0.0 0.0 0.0
C 1.497 -2.492 1.379 0.0 0.0 0.1
H 1.119 1.126 2.432 0.0 0.0 0.0
H 2.069 2.618 4.150 0.0 0.0 0.0
H 2.093 5.061 3.791 0.0 0.0 0.0
H 1.173 6.021 1.709 0.0 0.0 0.0
H 0.229 4.538 -0.022 0.0 0.0 0.0
H -2.579 2.912 -1.227 0.0 0.0 0.0
H -4.954 2.734 -0.573 0.0 0.0 0.0
H -5.611 1.286 1.317 0.0 0.0 0.0
H -3.894 0.029 2.573 0.0 0.0 0.0
H -1.519 0.208 1.932 0.0 0.0 0.0
H 3.119 2.058 -1.417 0.0 0.0 0.0
H 4.621 3.742 -0.410 0.0 0.0 0.0
H 5.658 3.314 1.791 0.0 0.0 0.0
H 5.203 1.202 2.990 0.0 0.0 0.0
H 3.679 -0.468 2.012 0.0 0.0 0.0
H 4.197 -2.432 -0.682 0.0 0.0 0.0
H 4.631 -4.563 0.483 0.0 0.0 0.0
H 3.057 -5.376 2.204 0.0 0.0 0.0
H 1.049 -4.054 2.776 0.0 0.0 0.0
H 0.611 -1.913 1.615 0.0 0.0 0.0
C -2.417 -4.122 -2.253 0.0 0.1 -0.1
N -1.650 -3.337 -1.300 0.0 -0.1 0.1
C -0.334 -2.993 -1.674 0.0 0.2 0.0
C -2.390 -2.262 -0.650 0.0 0.0 0.0
C -2.904 -1.250 -1.652 0.1 0.0 0.1
C -4.264 -1.197 -1.940 0.0 0.0 0.0
C -4.754 -0.365 -2.935 0.0 0.0 0.0
C -3.887 0.431 -3.671 0.0 0.0 0.0
C -2.533 0.412 -3.379 0.0 0.0 0.0
C -2.036 -0.408 -2.357 -0.1 0.0 -0.3
H -1.754 -4.823 -2.759 0.0 0.0 0.0
H -2.917 -3.514 -3.016 0.0 0.0 0.0
H -3.174 -4.700 -1.722 0.0 0.0 0.0
H 0.159 -3.788 -2.232 0.0 0.0 0.0
H 0.278 -2.733 -0.815 -0.1 0.0 0.0
H -0.289 -2.131 -2.453 0.0 -0.1 0.0
H -1.728 -1.785 0.077 0.0 0.0 0.0
H -3.232 -2.695 -0.105 0.0 0.0 0.0
H -4.947 -1.827 -1.382 0.0 0.0 0.0
H -5.816 -0.347 -3.144 0.0 0.0 0.0
H -4.264 1.069 -4.459 0.0 0.0 0.0
H -1.864 1.055 -3.942 0.0 0.0 0.0

---

No. 2
13
Properties=species:S:1:pos:R:3:forces:R:3 method="wB97M-V/def2-TZVPD" e_above_lowest_kcal_mol=49.34 orbital_gap_ev=11.004 smiles="C[C@H]1CN1C=O" homo_ev=-9.954
C 0.938 0.857 -0.573 0.0 -0.1 -0.3
C -0.375 0.076 -0.766 0.3 0.2 -0.3
C -0.578 -1.347 -0.350 0.2 -0.1 0.0
N -1.196 -0.272 0.407 0.1 0.1 0.3
C -0.436 0.155 1.504 0.1 -0.2 0.4
O 0.376 -0.501 2.108 -0.6 0.2 0.2
H 0.775 1.881 -0.919 0.2 -0.1 -0.2
H 1.720 0.376 -1.157 0.0 0.2 -0.3
H 1.357 0.954 0.439 -0.4 -0.4 -0.3
H -0.941 0.446 -1.620 0.0 -0.2 0.2
H -1.277 -1.988 -0.890 0.2 0.3 0.1
H 0.234 -1.870 0.147 0.0 0.1 -0.1
H -0.599 1.233 1.672 -0.1 -0.2 0.3

---

No. 3
115
Properties=species:S:1:pos:R:3:forces:R:3 method="wB97M-V/def2-TZVPD" e_above_lowest_kcal_mol=82.18 orbital_gap_ev=7.423 homo_ev=-8.998
Ag 1.411 -2.375 1.631 -0.2 1.1 -0.2
C -0.521 -0.044 0.339 -0.5 -0.7 -0.1
O -0.011 -0.567 1.525 0.0 -0.3 0.6
H -0.102 -0.565 -0.522 0.6 0.7 -0.5
H -1.583 -0.170 0.125 -0.7 -0.7 0.7
H -0.505 1.045 0.310 1.1 0.3 -0.4
C 3.579 0.223 -0.639 0.5 -2.2 -1.8
C 3.432 -1.365 -0.799 0.9 1.9 -0.6
C 4.494 -1.959 -1.811 -0.6 0.1 1.1
O 4.297 -3.367 -1.903 0.5 -0.4 -0.4
C 5.480 -4.063 -2.392 -0.8 0.1 -0.1
N 3.628 -1.918 0.503 -0.5 -2.6 1.2
H 3.657 0.422 -1.708 0.0 1.3 0.1
H 4.549 0.387 -0.169 0.0 0.2 0.0
H 2.827 0.829 -0.135 -0.2 -0.6 -0.1
H 2.463 -1.679 -1.188 -0.2 0.2 0.2
H 5.481 -1.807 -1.373 0.3 0.4 -0.1
H 4.421 -1.493 -2.794 0.0 0.1 -0.1
H 6.124 -4.350 -1.560 0.2 0.3 0.0
H 5.988 -3.493 -3.170 0.2 0.4 0.3
H 5.209 -4.983 -2.910 -0.6 0.0 0.3
H 4.582 -1.872 0.831 0.4 1.3 0.3
H 3.703 -2.910 0.329 -0.6 -1.0 -0.1
C -3.096 -2.405 -1.629 -0.2 -0.8 1.4
C -3.987 -1.613 -2.482 0.6 1.3 -2.9
C -3.543 -0.114 -2.529 -1.0 -0.8 0.2
O -4.237 0.668 -3.508 -0.2 -0.4 1.4
C -4.171 2.085 -3.330 0.1 0.6 -1.4
N -3.805 -2.233 -3.840 -1.4 0.6 -0.1
H -3.662 -3.316 -1.433 0.5 -0.4 -0.1
H -2.976 -1.954 -0.644 0.6 0.2 0.0
H -2.183 -2.628 -2.182 0.2 0.0 0.5
H -5.015 -1.726 -2.138 -0.1 0.2 -0.4
H -2.478 -0.150 -2.759 0.3 0.3 0.2
H -3.748 0.250 -1.522 0.3 0.6 0.1
H -3.385 2.428 -4.003 0.2 0.3 0.0
H -4.018 2.612 -2.388 0.3 -1.2 0.7
H -5.093 2.542 -3.687 -0.2 -0.4 -0.3
H -2.889 -2.059 -4.228 0.9 -0.2 0.9
H -4.276 -1.609 -4.480 -1.0 0.0 -0.2
C 1.621 4.194 0.871 1.7 -1.1 1.6
C 1.019 5.556 0.854 -0.8 -1.4 -0.2
C 2.079 6.671 0.916 -0.1 -0.2 0.5
O 2.495 7.110 2.228 -0.6 0.6 -1.2
C 3.407 6.410 3.032 -1.2 -1.0 0.7
N 0.325 5.480 -0.402 -1.1 1.9 -1.9
H 2.299 4.073 1.716 0.1 -0.1 0.3
H 2.276 4.040 0.013 -0.2 0.1 -0.3
H 0.915 3.365 0.930 -0.2 0.2 -0.1
H 0.230 5.664 1.598 0.5 0.2 0.9
H 1.627 7.532 0.424 0.3 0.2 0.2
H 2.920 6.323 0.317 0.3 0.1 0.0
H 3.481 6.967 3.966 0.6 0.5 -0.3
H 4.365 6.112 2.605 0.1 0.4 -0.3
H 2.920 5.508 3.404 0.1 -0.6 -0.2
H -0.069 4.599 -0.701 0.6 -0.5 0.5
H -0.506 6.054 -0.425 0.1 0.6 -0.1
C -0.512 1.357 -4.419 -1.8 -1.1 0.1
C 0.542 0.329 -4.616 2.9 -0.8 1.3
C 0.141 -1.179 -4.135 -0.6 2.2 -1.9
O -1.024 -1.519 -4.896 -0.1 0.0 2.1
C -0.776 -2.098 -6.121 -0.3 0.0 -0.9
N 1.147 0.477 -5.984 -1.4 -0.2 1.8
H -1.312 1.103 -5.115 -0.3 0.5 -0.3
H -0.238 2.410 -4.480 0.3 -0.3 -0.1
H -0.976 1.113 -3.463 0.0 0.6 0.3
H 1.316 0.633 -3.912 0.5 -0.2 0.2
H -0.071 -1.192 -3.066 -0.4 0.2 0.0
H 0.889 -1.951 -4.315 0.5 0.2 -0.2
H -1.744 -2.456 -6.471 0.1 -0.1 -0.2
H -0.070 -2.927 -6.065 0.1 -0.2 0.0
H -0.400 -1.340 -6.808 0.0 -0.4 -0.4
H 1.808 -0.279 -6.093 0.0 -0.2 -0.5
H 0.286 0.295 -6.479 0.5 0.0 -1.3
C -2.001 -6.900 4.702 -1.0 0.0 -0.3
C -0.840 -6.082 4.167 -0.1 1.5 1.2
C -1.312 -4.636 3.728 0.7 0.0 -1.2
O -1.979 -4.806 2.517 -2.4 0.5 -2.5
C -2.433 -3.576 1.750 1.1 -1.5 1.8
N 0.190 -6.072 5.234 1.1 0.2 -0.6
H -2.848 -6.267 4.965 -0.1 0.1 -0.1
H -1.757 -7.451 5.610 0.3 0.0 -0.3
H -2.344 -7.583 3.924 -0.2 -0.1 0.2
H -0.435 -6.603 3.299 0.1 0.3 -0.1
H -0.572 -3.915 3.379 1.7 -0.1 0.8
H -1.854 -4.034 4.457 -0.6 -0.6 0.6
H -2.549 -3.770 0.684 0.0 -0.7 0.3
H -1.634 -2.839 1.840 0.0 0.4 0.1
H -3.362 -3.212 2.188 0.1 0.1 0.0
H 0.376 -5.185 5.680 -0.9 0.5 0.2
H 1.088 -6.179 4.783 0.3 -0.5 -0.2
C 2.541 1.500 3.291 4.4 0.7 0.6
O 3.585 1.979 3.756 -0.6 -0.1 -0.4
N 1.362 1.997 3.421 -3.9 1.5 0.7
N 2.513 0.412 2.529 1.4 -2.3 -0.9
H 1.205 2.972 3.634 -0.1 -0.5 0.2
H 0.667 1.339 3.098 -0.7 0.9 0.2
H 3.414 0.044 2.259 -0.4 -0.1 0.1
H 1.665 0.129 2.060 -0.2 -0.2 -0.4
C -1.972 0.389 4.843 -0.5 -0.6 1.6
O -2.483 0.478 5.944 0.1 -0.9 0.4
N -1.818 1.403 4.054 0.2 5.1 -2.9
N -1.448 -0.639 4.176 0.3 -3.8 1.0
H -2.013 2.352 4.340 -0.1 -0.4 0.1
H -1.385 1.227 3.159 -0.2 0.6 0.2
H -1.141 -0.586 3.215 0.3 -0.2 -0.1
H -1.400 -1.522 4.663 -0.1 0.1 -0.3
C -2.627 3.925 0.479 0.8 0.6 -4.4
O -2.714 3.773 -0.755 -0.5 -0.1 1.3
N -3.041 4.961 1.164 -1.9 3.2 1.4
N -1.863 3.208 1.247 2.2 -3.4 2.0
H -2.587 5.074 2.059 -0.5 0.6 -0.3
H -3.362 5.790 0.685 -0.1 -0.3 0.1
H -1.403 2.387 0.882 -0.3 0.2 0.2
H -1.874 3.383 2.242 0.2 -0.5 -0.3

---

No. 4
62
Properties=species:S:1:pos:R:3:forces:R:3 method="wB97M-V/def2-TZVPD" e_above_lowest_kcal_mol=0.00 charge=+1 orbital_gap_ev=9.267 homo_ev=-11.492
C -3.372 0.618 2.635 0.0 0.1 0.0
C -2.473 1.529 1.778 0.0 0.1 0.0
C -1.053 0.976 1.608 0.0 0.1 0.3
C -0.211 1.683 0.545 0.0 0.4 0.2
O 0.428 0.793 -0.394 -0.2 -0.3 0.2
C -0.158 0.419 -1.552 0.1 0.4 -0.2
C -0.974 1.451 -2.364 0.1 -0.1 0.1
C -0.750 1.174 -3.854 -0.1 -0.1 0.1
O -1.163 -0.169 -4.155 -0.1 0.1 0.2
C -2.312 -0.283 -4.996 0.0 0.0 -0.2
C -2.433 1.311 -1.887 0.0 0.2 0.3
C -2.614 -0.112 -1.327 0.2 0.1 -0.5
N -1.230 -0.715 -1.469 -0.3 -0.6 -0.3
C -0.941 -1.970 -0.712 -0.1 0.4 -0.2
F 0.340 -2.031 -0.454 0.4 -0.1 0.0
F -1.631 -2.018 0.401 -0.2 0.0 0.2
F -1.290 -2.989 -1.485 -0.1 -0.1 -0.1
H -4.281 0.329 2.103 0.1 -0.1 0.0
H -3.689 1.125 3.546 0.0 -0.1 0.0
H -2.844 -0.291 2.934 -0.1 0.0 0.0
H -2.939 1.713 0.802 0.0 0.0 0.1
H -2.395 2.508 2.258 0.0 0.0 -0.1
H -1.070 -0.103 1.435 0.0 0.2 -0.1
H -0.561 1.109 2.577 0.0 -0.2 -0.1
H 0.626 2.205 1.006 0.0 0.0 -0.1
H -0.796 2.446 0.019 0.0 -0.1 0.0
H 0.624 -0.037 -2.161 0.1 0.0 0.1
H -0.611 2.443 -2.087 0.2 0.0 -0.3
H -1.275 1.894 -4.486 -0.1 -0.1 0.1
H 0.318 1.236 -4.078 -0.1 0.1 0.0
H -3.211 0.127 -4.523 0.1 0.0 0.0
H -2.145 0.233 -5.945 0.0 0.0 0.0
H -2.461 -1.344 -5.190 0.0 0.1 0.0
H -2.586 2.048 -1.099 -0.1 -0.2 0.0
H -3.177 1.542 -2.649 0.2 -0.1 -0.1
H -2.944 -0.152 -0.293 0.1 0.0 -0.1
H -3.247 -0.713 -1.980 -0.2 0.0 0.3
H -1.216 -1.003 -2.471 0.1 0.1 0.0
C 1.866 3.392 4.944 0.0 0.0 0.0
C 0.733 2.429 5.215 0.0 0.1 0.1
O -0.399 2.635 4.800 0.0 -0.1 -0.2
N 1.013 1.325 5.951 0.0 0.0 -0.1
C 2.281 0.930 6.534 -0.1 0.0 0.0
H 1.472 4.215 4.356 0.0 0.0 0.0
H 2.276 3.786 5.874 0.0 0.0 0.0
H 2.674 2.908 4.394 0.0 0.0 0.0
H 0.212 0.734 6.116 0.0 0.0 0.0
H 2.601 -0.040 6.153 0.0 0.0 0.0
H 2.206 0.866 7.620 0.0 0.0 0.0
H 3.046 1.660 6.291 0.0 0.0 0.0
C 3.139 -2.060 -2.981 0.0 0.0 0.0
C 4.343 -2.982 -2.991 0.0 0.0 0.0
O 5.404 -2.624 -3.462 0.0 0.0 0.0
N 4.189 -4.221 -2.453 0.0 0.0 0.0
C 3.006 -4.804 -1.857 0.1 0.0 0.0
H 3.444 -1.126 -3.444 0.0 0.0 0.0
H 2.311 -2.490 -3.548 0.0 0.0 0.0
H 2.806 -1.864 -1.959 0.0 0.0 0.0
H 5.026 -4.783 -2.492 0.0 0.0 0.0
H 3.184 -5.076 -0.815 0.0 0.0 0.0
H 2.695 -5.700 -2.396 0.0 0.0 0.0
H 2.187 -4.091 -1.886 0.0 0.0 0.0